(1)
Below is an isolated ion of composition C6H10N3O3S and charge +1, with properties calculated with wB97M-V/def2-TZVPD.

Structure (XYZ):
```
23
Properties=species:S:1:pos:R:3:forces:R:3
C -1.23262 0.59798 -0.60269 -2.603 0.539 0.243
C 0.67523 0.41893 0.71960 0.705 0.989 1.418
C -0.46482 1.14486 0.42732 1.023 -0.686 2.193
C 0.77256 -1.02176 -1.18342 -3.715 1.486 0.033
C -0.90324 2.36719 1.28754 -1.135 -1.348 -3.235
C 2.40757 -1.33982 0.55494 3.131 2.182 0.506
N -0.76512 -0.25915 -1.43082 2.420 -1.716 -0.425
N 1.28883 -0.56284 0.01135 -0.826 -1.434 -2.550
N -1.63701 -2.17853 -2.96923 2.381 0.948 -3.434
O 0.97186 -1.87212 -1.95784 1.389 -0.147 0.196
O -2.97672 -0.10277 -2.63448 -1.924 0.041 0.652
O -0.91528 0.06672 -3.86622 1.210 -0.346 -1.870
S -1.71715 -0.61108 -2.95246 1.038 0.921 2.457
H -2.36741 0.77674 -0.66984 1.825 0.288 -0.135
H 1.32323 0.49040 1.62701 -1.215 0.968 -0.460
H -0.70422 3.12208 0.52001 1.010 0.950 1.192
H -0.47975 2.31954 2.26619 0.399 0.725 0.337
H -1.99856 2.50314 1.26712 0.239 -0.782 0.658
H 2.85286 -0.70027 1.44252 -0.517 -1.187 -2.113
H 3.21351 -1.62581 -0.22997 -1.509 0.978 1.243
H 2.11705 -2.22296 1.01682 -1.046 -1.707 0.592
H -2.24650 -2.67904 -2.41985 -1.743 -1.513 1.103
H -1.22532 -2.52282 -3.86651 -0.540 -0.148 1.399
```
Positions in Å, forces in eV/Å.

Results
Energy: -1022.47431 Ha
HOMO: -13.42 eV
Strongest force on any atom: 4.28 eV/Å
SMILES string: Cc1cn(S(N)(=O)=O)c(=O)[n+](C)c1
Frontier orbital gap: 8.96 eV
Net charge: +1

(2)
Below is a 2-piece molecular cluster, C6H10N3O5S overall, with properties calculated with wB97M-V/def2-TZVPD.

Structure (XYZ):
```
25
Properties=species:S:1:pos:R:3:forces:R:3
O 3.89103 -2.08049 -2.18364 -4.907 3.949 -0.055
S 2.67541 -1.15584 -1.79279 6.003 -5.266 4.941
O 2.55564 -1.27360 -0.22431 -1.168 1.528 -5.793
C 1.14426 -1.84266 -2.65547 -0.901 -0.301 -0.489
N -0.04288 -1.46386 -1.76217 -2.322 -1.552 0.416
C -0.32797 -0.12633 -1.08815 -4.816 -6.826 0.878
N -1.60239 -0.47987 -0.35362 3.158 0.018 -2.282
N -2.01355 -1.79921 -0.56466 5.497 -0.425 -4.069
C -1.06135 -2.55255 -1.50621 -0.204 6.549 2.841
H 2.91655 0.20484 -2.16247 -0.649 -1.339 0.021
H 1.01080 -1.47315 -3.76439 0.355 -0.431 2.307
H 1.22790 -3.02775 -2.67060 0.257 2.690 0.243
H 0.31850 0.84974 -1.13485 -1.654 -2.204 0.251
H -2.86944 -2.23125 -0.14346 0.970 1.019 -0.294
H -1.12809 -3.65359 -1.89877 0.307 2.455 0.841
C 0.10388 2.49417 1.87058 0.840 0.239 -0.302
C -0.60569 1.24479 2.28110 0.132 -1.014 -0.114
O -1.45701 1.68156 3.32350 -0.065 0.711 -0.061
C -1.66045 3.01839 3.13596 -2.184 1.751 1.685
O -2.47751 3.68358 3.75047 2.102 -1.720 -1.615
O -0.83137 3.51304 2.17086 -0.475 -0.271 0.342
H 0.35505 2.49991 0.80638 -0.064 0.241 0.093
H 1.01507 2.66812 2.45245 -0.064 -0.033 -0.093
H -1.21867 0.82797 1.47498 0.041 0.145 0.210
H 0.08229 0.47406 2.63931 -0.189 0.088 0.100
```
Positions in Å, forces in eV/Å.

Results
Energy: -1172.74172 Ha
HOMO: -13.08 eV
Strongest force on any atom: 9.39 eV/Å
Frontier orbital gap: 7.36 eV
Net charge: +1

(3)
Below is an isolated ion of composition C6H10N3OS and charge +1, with properties calculated with wB97M-V/def2-TZVPD.

Structure (XYZ):
```
21
Properties=species:S:1:pos:R:3:forces:R:3
C 0.21206 -3.01120 0.40173 -0.030 0.989 -1.233
C -0.13722 1.41191 -0.27276 -0.200 2.189 2.368
C 0.25987 -1.02213 1.61598 3.071 1.458 -1.272
C 0.48742 -1.60218 0.22147 -0.826 -0.650 0.245
C 0.30264 0.26629 -1.05131 1.159 0.977 -0.560
C -1.61633 1.51535 0.18508 -2.858 0.388 -3.030
N -0.40629 -3.94607 0.57494 -0.521 -1.830 0.387
N -0.31629 -0.93624 -0.84090 1.361 -0.250 -0.074
N 1.46117 0.31254 -1.72369 -2.209 4.683 0.708
O 0.53777 2.67195 -0.59440 -1.352 -2.917 -0.533
S 0.67658 0.70726 1.51573 0.507 1.398 -1.002
H -0.63599 -1.18132 2.06379 -3.011 -0.669 0.777
H 1.01460 -1.41446 2.30918 0.075 -0.089 -0.258
H 1.42254 -1.32449 -0.18590 1.722 -0.737 0.775
H -2.23984 0.56857 -0.03906 1.227 1.247 0.445
H -2.29683 2.31054 -0.44402 2.160 -1.576 1.531
H -1.72489 1.67871 1.24598 0.125 0.400 0.030
H -1.28891 -0.85870 -0.69880 -1.154 0.000 0.561
H 0.90801 3.13136 0.16021 -0.086 -0.055 0.600
H 1.66545 -0.47951 -2.18151 1.115 -3.568 -2.173
H 1.71447 1.20180 -2.26174 -0.276 -1.388 1.708
```
Positions in Å, forces in eV/Å.

Results
Energy: -871.96991 Ha
HOMO: -13.73 eV
Strongest force on any atom: 5.23 eV/Å
SMILES string: C[C@@]1(O)SC[C@@H](C#N)NC1=[NH2+]
Frontier orbital gap: 8.25 eV
Net charge: +1

(4)
Below is one molecule with the formula C6H10N4, with properties calculated with wB97M-V/def2-TZVPD.

Structure (XYZ):
```
20
Properties=species:S:1:pos:R:3:forces:R:3
C 1.34599 -1.24111 2.71455 0.523 -0.659 -1.501
C 0.29559 -1.70862 0.93079 2.734 3.704 2.566
C -1.25423 0.78171 -2.05946 -1.899 -0.135 0.992
C -0.64989 -0.62453 -2.09407 0.661 0.859 0.171
C -0.77712 0.13028 -0.78480 0.559 -2.061 1.584
C 0.38176 1.95359 0.40908 -1.711 -2.330 1.150
N 0.71526 -2.23292 2.02153 0.715 -1.070 2.899
N 1.38276 -0.13204 1.98363 0.801 0.955 1.143
N 0.74109 -0.40555 0.87538 -0.986 -2.533 1.375
N 0.47321 0.51681 -0.05745 -1.999 2.189 -2.773
H 1.98433 -1.41183 3.60054 -0.883 0.364 -0.577
H -0.17489 -2.26536 0.28995 -2.618 -2.276 -4.092
H -0.81793 1.71731 -2.43100 0.589 -0.901 -0.011
H -2.35824 0.90753 -2.13062 0.847 -0.408 0.136
H -1.18257 -1.59088 -2.15644 0.069 1.002 -0.463
H 0.35848 -0.56147 -2.49492 -0.107 -0.560 0.016
H -1.44082 -0.48002 -0.02814 0.465 1.897 -1.549
H -0.71363 2.26820 0.42892 1.300 -0.408 0.502
H 0.88722 1.94848 1.39723 -0.242 0.818 -0.891
H 0.80361 2.43040 -0.41470 1.182 1.554 -0.676
```
Positions in Å, forces in eV/Å.

Results
Energy: -453.50880 Ha
HOMO: -8.38 eV
Strongest force on any atom: 5.36 eV/Å
SMILES string: CN(C1CC1)n1cncn1
Frontier orbital gap: 9.35 eV
Net charge: 0

(5)
Below is one molecule with the formula C6H10N4, with properties calculated with wB97M-V/def2-TZVPD.

Structure (XYZ):
```
20
Properties=species:S:1:pos:R:3:forces:R:3
C 2.97672 -0.99198 -0.17892 2.173 -0.762 0.379
C 1.68907 -0.35233 -0.20371 -2.125 0.185 0.964
C 1.35083 1.04515 -0.25011 -0.066 -1.459 0.891
C 0.00879 1.12344 0.04152 0.284 -1.537 -0.929
C -0.93123 2.27412 0.26922 1.653 -1.053 0.571
C -1.66643 -0.67954 -0.17550 -0.465 -3.289 1.305
H 3.16161 -1.53398 -1.12501 0.145 0.205 0.483
H 2.99440 -1.71932 0.67326 0.121 0.497 -0.863
H 3.78147 -0.24794 -0.00147 -0.318 -0.544 -0.250
H 2.15153 1.73086 -0.25367 0.217 1.204 -0.086
H -1.39727 2.27122 1.27314 0.297 0.002 -0.608
H -0.23184 3.07320 0.12359 -0.258 1.140 0.210
H -1.63577 2.21427 -0.50660 -1.220 0.381 -0.773
H -1.49327 -2.39816 1.09344 -0.048 0.846 -1.581
H -2.96856 -2.12002 0.35403 2.044 0.047 -0.643
H -3.59843 -0.30137 -0.63310 3.391 0.187 -0.519
N -0.37837 -0.21959 0.01702 -1.014 0.931 1.005
N 0.62959 -1.11100 0.05266 0.841 0.987 -1.367
N -1.91362 -2.03808 0.19263 -1.459 -0.213 2.371
N -2.52921 -0.01895 -0.76244 -4.194 2.246 -0.561
```
Positions in Å, forces in eV/Å.

Results
Energy: -453.60940 Ha
HOMO: -8.93 eV
Strongest force on any atom: 4.79 eV/Å
SMILES string: [H]/N=C(\N)n1nc(C)cc1C
Frontier orbital gap: 9.83 eV
Net charge: 0

(6)
Below is one molecule with the formula C6H10N4, with properties calculated with wB97M-V/def2-TZVPD.

Structure (XYZ):
```
20
Properties=species:S:1:pos:R:3:forces:R:3
C 1.24794 -0.67272 -0.09214 -0.745 0.292 -0.078
C 0.05647 -1.39065 -0.11109 0.208 -0.003 0.297
C -1.18479 -0.74410 -0.16838 -0.681 -0.662 0.319
C -1.25198 0.64603 -0.07109 0.933 0.768 -0.873
C -0.05673 1.37677 -0.05087 -0.219 -0.951 0.102
C 1.16932 0.73689 -0.14553 -0.314 -0.313 0.024
H 2.62121 -2.14978 -0.64939 -0.230 1.818 1.384
H 2.81678 -1.54312 0.95079 -0.519 0.273 -1.494
H 0.10672 -2.48848 -0.01229 -0.154 0.590 -0.298
H -2.41372 -2.25508 0.44303 -0.175 0.115 -0.065
H -3.22952 -0.92585 -0.26696 1.322 -1.044 0.117
H -2.79170 1.33632 0.92350 -0.207 0.356 -1.461
H -2.41653 2.30424 -0.38532 0.216 0.130 0.027
H -0.04439 2.44257 0.12408 -0.261 0.216 -0.296
H 3.12599 0.86638 0.08833 -1.532 1.953 -1.137
H 2.25853 2.44670 0.13537 0.334 -1.964 -0.796
N 2.54325 -1.27635 -0.03191 0.752 -1.990 0.089
N -2.37323 -1.53925 -0.27084 -0.747 1.358 -0.057
N -2.50698 1.34589 -0.09011 -0.379 -1.139 2.108
N 2.32337 1.48357 -0.31918 2.397 0.198 2.088
```
Positions in Å, forces in eV/Å.

Results
Energy: -453.65093 Ha
HOMO: -7.11 eV
Strongest force on any atom: 3.19 eV/Å
SMILES string: Nc1cc(N)c(N)cc1N
Frontier orbital gap: 8.09 eV
Net charge: 0

Q: frontier orbital gap of number 4 (C6H10N4)?
A: 9.35 eV